C38H47CrNO7PS2Te | the ωB97M-V functional and the def2-TZVPD basis

Results
- 2S+1: 5
- ΔE to the lowest compared entry with this formula, charge and spin: 0.00 kcal/mol
- Highest occupied orbital energy (alpha / beta): -3.7 / -3.8 eV
- Electronic energy: -122670.7191 eV
- Max |F|: 0.1 eV Å⁻¹
- Net charge: -1
- LUMO energy (alpha / beta): 2.1 / 2.1 eV
- Expectation value of S²: 6.01

Positions of all 98 atoms, in Å:
1 Cr -0.40953 0.63473 1.09969
2 O 2.99960 5.65810 0.96617
3 C 2.22651 4.53906 1.03273
4 C 1.78384 4.02602 2.24945
5 C 1.00672 2.88607 2.21965
6 N 0.71834 2.29799 1.07012
7 C 1.10286 2.79025 -0.09938
8 C 1.87373 3.92955 -0.16912
9 C 0.55827 1.98900 -1.27368
10 O 0.75238 2.39279 -2.41959
11 O -0.09000 0.94371 -0.92249
12 C 0.35196 2.19516 3.41966
13 O 0.55664 2.64762 4.53686
14 O -0.37932 1.19623 3.08518
15 H 3.16290 5.97597 1.86042
16 H 2.01512 4.48988 3.20061
17 H 2.18947 4.33282 -1.12074
18 O -1.92393 3.38987 -0.58585
19 S -2.95198 3.65258 -1.62516
20 C -2.73884 2.43827 -2.96285
21 C -2.84240 0.99618 -2.48207
22 C -3.99597 0.69458 -1.53034
23 C -4.01838 -0.76638 -1.08537
24 S -2.42651 -1.19393 -0.32329
25 O -2.35954 -0.19281 0.81967
26 C -2.88754 -2.74576 0.40593
27 C -3.77680 -2.79017 1.47095
28 C -4.05501 -4.01160 2.05822
29 C -3.44353 -5.16784 1.58557
30 C -2.54908 -5.10835 0.52876
31 C -2.25709 -3.88615 -0.06134
32 C -2.38199 5.04887 -2.59997
33 C -1.02329 5.17193 -2.86750
34 C -0.58189 6.26291 -3.59824
35 C -1.48746 7.21568 -4.05432
36 C -2.83942 7.08450 -3.77710
37 C -3.29053 5.99728 -3.03805
38 H -1.75230 2.61142 -3.39625
39 H -3.51164 2.70509 -3.69174
40 H -1.89139 0.75666 -2.00438
41 H -2.91776 0.35688 -3.36862
42 H -4.96090 0.92929 -1.99171
43 H -3.90923 1.31100 -0.63271
44 H -4.14854 -1.45761 -1.92221
45 H -4.79671 -0.94827 -0.34363
46 H -4.20177 -1.87164 1.85719
47 H -4.72544 -4.06205 2.90667
48 H -3.64258 -6.11632 2.06809
49 H -2.04191 -6.00317 0.19360
50 H -1.50292 -3.79940 -0.83467
51 H -0.33170 4.41266 -2.51492
52 H 0.47303 6.36897 -3.81687
53 H -1.13396 8.06619 -4.62377
54 H -3.54147 7.83177 -4.12467
55 H -4.34154 5.89012 -2.79561
56 C -1.35200 -6.78412 4.68699
57 C -0.80650 -5.66009 3.84545
58 C -1.12860 -4.33748 4.11083
59 C -0.66074 -3.28373 3.32608
60 C -1.04966 -1.88388 3.70069
61 C 0.16444 -3.55226 2.22207
62 Te 0.92685 -2.00992 0.96273
63 C 0.50664 -4.88858 1.95160
64 C 1.39231 -5.25647 0.79260
65 C 0.02315 -5.91185 2.76266
66 H -1.71227 -6.41385 5.64773
67 H -0.58888 -7.54041 4.88072
68 H -2.18878 -7.28685 4.19257
69 H -1.76764 -4.10704 4.95893
70 H -1.65174 -1.87646 4.61077
71 H -1.62815 -1.40762 2.90666
72 H -0.17719 -1.24782 3.85293
73 H 0.97033 -4.90001 -0.15049
74 H 1.52614 -6.33901 0.73736
75 H 2.37024 -4.77849 0.87856
76 H 0.30469 -6.93754 2.53665
77 C 5.46416 1.22738 -2.55917
78 C 4.21839 1.58519 -1.75677
79 P 3.38397 0.25423 -0.76659
80 C 4.78881 -0.39916 0.23366
81 C 5.25905 0.60160 1.28570
82 C 3.23879 -1.09819 -2.01495
83 C 2.18733 -0.77193 -3.07552
84 H 5.85878 2.10443 -3.07860
85 H 5.24768 0.47092 -3.31531
86 H 6.26021 0.83849 -1.92112
87 H 3.43962 1.98689 -2.41255
88 H 4.44090 2.39135 -1.05056
89 H 5.61730 -0.70772 -0.41219
90 H 4.40577 -1.29900 0.72224
91 H 5.67284 1.50115 0.82363
92 H 6.03182 0.17380 1.92738
93 H 4.42679 0.90851 1.92287
94 H 2.92413 -1.97672 -1.44612
95 H 4.20983 -1.32412 -2.46691
96 H 1.22893 -0.55507 -2.60059
97 H 2.04995 -1.60953 -3.76366
98 H 2.46276 0.10476 -3.66593

***

C5H7Br2F5O2S2 | the ωB97M-V functional and the def2-TZVPD basis

Results
- Highest occupied orbital energy: -6.7 eV
- Electronic energy: -184729.5765 eV
- Max |F|: 5.6 eV Å⁻¹
- LUMO energy: -2.7 eV

Positions of all 23 atoms, in Å:
1 C 2.41752 -0.88972 1.03340
2 C 1.93941 -0.36013 -0.37715
3 C 1.92509 1.20068 -0.42263
4 Br 2.97303 1.77510 -2.00175
5 S 0.25137 1.92525 -0.66630
6 S -1.19771 1.07092 0.65984
7 O -2.38031 1.86995 0.47183
8 O -0.83770 1.11047 2.05040
9 C -1.58468 -0.58370 0.02007
10 F -0.88515 -1.47863 0.76501
11 F -1.30445 -0.63316 -1.41790
12 C -3.10263 -0.95266 0.19393
13 F -3.51162 -0.78512 1.45148
14 F -3.23011 -2.24807 -0.12723
15 F -3.87657 -0.28923 -0.64853
16 H 1.64117 -1.49037 1.53945
17 H 3.29233 -1.55881 0.91356
18 H 2.76214 -0.04767 1.66716
19 H 2.72641 -0.68651 -1.08206
20 H 1.00685 -0.84272 -0.71691
21 H 2.35659 1.64871 0.48985
22 H 0.37336 3.24285 -0.27973
23 Br -1.75435 -0.99740 -3.51577

***

C14H26Br2N2O21PS5 | the ωB97M-V functional and the def2-TZVPD basis

Results
- Highest occupied orbital energy: -12.0 eV
- Electronic energy: -264450.2366 eV
- Max |F|: 6.8 eV Å⁻¹
- Net charge: +1
- LUMO energy: -4.7 eV

Positions of all 71 atoms, in Å:
1 C 2.08825 4.72809 3.52485
2 N 1.54249 3.36683 3.09004
3 C 0.82651 2.58417 4.17058
4 N 0.38952 1.33886 3.42214
5 Br -0.58719 -0.00296 4.29062
6 C 0.76627 1.24428 1.95980
7 C 1.58851 2.65175 1.75755
8 P 2.42564 3.25868 0.15226
9 O 1.99806 4.93961 -0.00341
10 Br 1.41473 2.14400 -1.54684
11 H 1.12885 5.39099 3.77940
12 H 2.67586 5.25442 2.65906
13 H 2.74788 4.66362 4.50253
14 H 0.65915 2.86616 5.29797
15 H 0.55183 0.42863 1.14715
16 H 1.14565 4.92479 -0.56643
17 C 0.23956 -3.09323 2.29520
18 C 0.66629 -3.36515 3.73522
19 O 0.33350 -4.73125 3.97144
20 S 0.48986 -5.56337 2.57732
21 O 1.78570 -6.20520 2.57786
22 O -0.74168 -6.27659 2.33031
23 O 0.55786 -4.28134 1.57250
24 H -0.84135 -2.93298 2.22802
25 H 0.76134 -2.23408 1.86524
26 H 0.15691 -2.71494 4.45044
27 H 1.74970 -3.25640 3.85240
28 C 1.65390 9.91336 -1.20962
29 C 2.35807 8.97470 -0.23351
30 O 1.38170 8.66757 0.75904
31 S -0.09525 8.66646 0.06692
32 O -0.44396 7.29933 -0.25010
33 O -0.95650 9.54256 0.82658
34 O 0.31988 9.41958 -1.31813
35 H 1.60855 10.93274 -0.81294
36 H 2.13652 9.92666 -2.19052
37 H 3.23985 9.43207 0.22150
38 H 2.64611 8.03923 -0.72468
39 C -1.31358 3.48576 -4.70591
40 C -0.61963 3.19123 -6.03309
41 O -0.02189 1.90780 -5.86491
42 S -0.95014 1.01844 -4.86102
43 O -1.80036 0.16972 -5.66596
44 O -0.11638 0.51340 -3.79510
45 O -1.85824 2.23938 -4.27573
46 H -0.59497 3.82196 -3.95151
47 H -2.10559 4.23206 -4.81089
48 H 0.13674 3.93918 -6.28262
49 H -1.34536 3.12127 -6.85025
50 C 1.05919 -9.54050 2.73671
51 C 1.75315 -9.83503 1.40953
52 O 2.35089 -11.11846 1.57771
53 S 1.42263 -12.00782 2.58160
54 O 0.57241 -12.85654 1.77666
55 O 2.25640 -12.51286 3.64752
56 O 0.51453 -10.78688 3.16689
57 H 1.77780 -9.20430 3.49111
58 H 0.26718 -8.79420 2.63173
59 H 2.50951 -9.08708 1.16000
60 H 1.02741 -9.90499 0.59238
61 C -3.72239 -0.88186 -3.66755
62 C -3.01822 -1.82052 -2.69144
63 O -3.99458 -2.12765 -1.69888
64 S -5.47154 -2.12877 -2.39100
65 O -5.82025 -3.49589 -2.70803
66 O -6.33279 -1.25266 -1.63134
67 O -5.05641 -1.37564 -3.77606
68 H -3.76774 0.13752 -3.27086
69 H -3.23976 -0.86856 -4.64845
70 H -2.13643 -1.36315 -2.23643
71 H -2.73017 -2.75600 -3.18261

***

C9H10NO4S | the ωB97M-V functional and the def2-TZVPD basis

Results
- ΔE to the lowest compared entry with this formula, charge and spin: 0.00 kcal/mol
- Highest occupied orbital energy: -5.1 eV
- Electronic energy: -30012.7169 eV
- Max |F|: 0.4 eV Å⁻¹
- Net charge: -1
- LUMO energy: 3.1 eV

Positions of all 25 atoms, in Å:
1 O -0.03288 -2.76338 1.49168
2 C -0.24763 -2.08156 0.52202
3 C -1.59997 -1.51282 0.18580
4 C -1.72772 -0.01036 0.41776
5 S -3.34616 0.62541 -0.14865
6 O -4.09239 -0.56695 -0.54126
7 O -3.00936 1.49939 -1.26769
8 O -3.89147 1.31560 1.02051
9 N 0.84100 -1.80470 -0.40510
10 C 1.43466 -0.52524 -0.27938
11 C 1.93134 -0.12437 0.96058
12 C 2.50707 1.13118 1.10405
13 C 2.62314 1.98710 0.01370
14 C 2.15143 1.57566 -1.22721
15 C 1.55660 0.33058 -1.37484
16 H -2.32753 -2.03984 0.80198
17 H -1.83814 -1.73652 -0.85771
18 H -1.61015 0.23603 1.47338
19 H -0.98638 0.56129 -0.14000
20 H 0.52066 -1.95646 -1.35422
21 H 1.85119 -0.78970 1.81086
22 H 2.86597 1.42973 2.08138
23 H 3.06538 2.96790 0.13068
24 H 2.21242 2.23042 -2.08773
25 H 1.14889 0.02160 -2.33059

***

> Among the records above, which one has the lowest electronic energy?

C14H26Br2N2O21PS5

***

> The highest max |F| belongs to which entry?

C14H26Br2N2O21PS5

***

> Among the records above, which one has the lowest max |F|?

C38H47CrNO7PS2Te

***

> What is the max |F| in the fourth record?

0.4 eV Å⁻¹